1.
{
  "formula": "C38H64O18P2S",
  "method": "wB97M-V/def2-TZVPD",
  "total_charge": 0,
  "smiles": "CC(C)[C@@H](C)COP(S)[PH2]=O.O=C1CCCO1.O=C1CCCO1.O=C1CCCO1.O=C1CCCO1.O=C1CCCO1.O=C1CCCO1.O=C1CCCO1.O=C1CCCO1",
  "orbital_gap_ha": 0.306,
  "elements": ["C", "C", "C", "C", "C", "C", "O", "P", "S", "P", "O", "H", "H", "H", "H", "H", "H", "H", "H", "H", "H", "H", "H", "H", "H", "H", "H", "O", "C", "C", "C", "C", "O", "H", "H", "H", "H", "H", "H", "O", "C", "C", "C", "C", "O", "H", "H", "H", "H", "H", "H", "O", "C", "C", "C", "C", "O", "H", "H", "H", "H", "H", "H", "O", "C", "C", "C", "C", "O", "H", "H", "H", "H", "H", "H", "O", "C", "C", "C", "C", "O", "H", "H", "H", "H", "H", "H", "O", "C", "C", "C", "C", "O", "H", "H", "H", "H", "H", "H", "O", "C", "C", "C", "C", "O", "H", "H", "H", "H", "H", "H", "O", "C", "C", "C", "C", "O", "H", "H", "H", "H", "H", "H"],
  "coordinates": [[-5.09347, 7.82662, 3.98756], [-3.58274, 7.49325, 3.89720], [-2.66672, 8.70082, 4.25608], [-3.12416, 6.24782, 4.72610], [-3.93210, 5.99453, 6.01874], [-3.02288, 4.92759, 3.89266], [-4.25296, 4.19611, 3.80911], [-5.16777, 4.63057, 2.46095], [-6.66626, 3.08910, 2.31783], [-3.96817, 4.43223, 0.63777], [-2.91019, 5.52748, 0.47991], [-5.21657, 8.85753, 3.59476], [-5.71823, 7.19834, 3.33391], [-5.49310, 7.85066, 5.01283], [-3.37303, 7.25984, 2.83297], [-1.62980, 8.37345, 4.05051], [-2.75266, 9.01450, 5.30759], [-2.83883, 9.54154, 3.56104], [-2.08158, 6.45148, 5.04423], [-3.46722, 5.20305, 6.63477], [-4.95682, 5.64312, 5.80617], [-4.03504, 6.89181, 6.65389], [-2.31661, 4.28362, 4.45035], [-2.55032, 5.13912, 2.91721], [-6.42345, 2.33239, 3.43267], [-3.44507, 3.10658, 0.50767], [-4.87985, 4.58363, -0.44313], [2.43561, 8.23093, -1.85049], [1.62225, 7.38580, -1.61263], [1.66501, 6.39471, -0.47377], [0.63267, 5.36232, -0.90155], [-0.32514, 6.19520, -1.72711], [0.48862, 7.21869, -2.33334], [1.37584, 6.90426, 0.44726], [2.65776, 5.96302, -0.37312], [0.14775, 4.84877, -0.07273], [1.10837, 4.60779, -1.53309], [-1.09049, 6.67473, -1.11303], [-0.81386, 5.61104, -2.50510], [-3.67159, 2.60013, -2.20332], [-3.98994, 1.47844, -1.92515], [-5.29797, 0.80650, -2.26451], [-5.28967, -0.40350, -1.34175], [-3.80703, -0.67614, -1.18895], [-3.17562, 0.61642, -1.27620], [-5.28305, 0.51881, -3.31758], [-6.13748, 1.46821, -2.06375], [-5.84567, -1.25747, -1.72488], [-5.71821, -0.13038, -0.37469], [-3.41604, -1.30950, -1.98815], [-3.56985, -1.13413, -0.23096], [-6.75447, 5.56712, -0.57461], [-6.69673, 6.26665, -1.54689], [-5.60751, 7.25934, -1.86698], [-6.24850, 8.09735, -2.96271], [-7.19606, 7.10467, -3.60812], [-7.60907, 6.23062, -2.54375], [-4.72999, 6.71633, -2.22562], [-5.35312, 7.85249, -0.99214], [-5.53566, 8.53003, -3.66323], [-6.81729, 8.91507, -2.51432], [-6.70747, 6.50447, -4.37982], [-8.07105, 7.58745, -4.03996], [-4.25522, -4.17663, 0.50577], [-3.17193, -4.44032, 0.06492], [-2.14635, -5.36008, 0.68292], [-0.88511, -4.99214, -0.08150], [-1.43525, -4.54231, -1.41525], [-2.71838, -3.95809, -1.11954], [-2.44474, -6.39412, 0.50370], [-2.04449, -5.17350, 1.74551], [-0.16797, -5.80544, -0.16765], [-0.38743, -4.15587, 0.41585], [-1.58296, -5.37618, -2.10543], [-0.79853, -3.79849, -1.89283], [1.02413, -6.87086, -2.17348], [2.10338, -6.38056, -1.99698], [3.09077, -5.96952, -3.06205], [4.37270, -5.80125, -2.26446], [3.85052, -5.40630, -0.89751], [2.58629, -6.07984, -0.76712], [2.76051, -5.02906, -3.50690], [3.18195, -6.73729, -3.82516], [5.06111, -5.07716, -2.68663], [4.89245, -6.76025, -2.19885], [3.68014, -4.32965, -0.81242], [4.51354, -5.72098, -0.09289], [5.62342, -5.19898, -5.12152], [6.69911, -4.70686, -4.92948], [7.69739, -4.29355, -5.98314], [8.97527, -4.12356, -5.17309], [8.43971, -3.72849, -3.81243], [7.17123, -4.40558, -3.69645], [7.36831, -3.35347, -6.42992], [7.79547, -5.06191, -6.74583], [9.66956, -3.39549, -5.58847], [9.49594, -5.08120, -5.10246], [8.26858, -2.65213, -3.72965], [9.09679, -4.04231, -3.00854], [11.18688, -3.80479, -2.45416], [11.02705, -4.04337, -1.29121], [11.37098, -5.33097, -0.58334], [10.60179, -5.19707, 0.72256], [10.56541, -3.69359, 0.91687], [10.53249, -3.14298, -0.41091], [12.44983, -5.36628, -0.42155], [11.04629, -6.19155, -1.16301], [11.05341, -5.72830, 1.55917], [9.58662, -5.57848, 0.59141], [11.45636, -3.31784, 1.42609], [9.68372, -3.36808, 1.46586], [0.08580, -6.06848, 3.56303], [-0.70702, -6.92015, 3.83651], [-0.62969, -7.88012, 4.99850], [-1.65232, -8.93822, 4.61215], [-2.63706, -8.14045, 3.77862], [-1.85028, -7.12335, 3.13651], [-0.91227, -7.35201, 5.91099], [0.37096, -8.29358, 5.09415], [-2.11473, -9.43858, 5.46206], [-1.17496, -9.70070, 3.99260], [-3.40167, -7.65389, 4.38946], [-3.12725, -8.75075, 3.02199]]
}

***

2.
{
  "formula": "C37H53CdN4O2P2",
  "method": "wB97M-V/def2-TZVPD",
  "total_charge": 1,
  "orbital_gap_ha": 0.245,
  "relative_energy_ev": 0.484,
  "elements": ["C", "C", "C", "C", "C", "H", "H", "H", "N", "P", "P", "C", "H", "H", "C", "H", "C", "C", "C", "C", "C", "H", "H", "H", "C", "H", "H", "H", "C", "H", "H", "H", "C", "H", "H", "H", "C", "H", "H", "H", "C", "H", "H", "H", "C", "H", "H", "H", "C", "H", "H", "H", "C", "H", "H", "H", "C", "H", "H", "H", "C", "H", "H", "H", "C", "H", "H", "H", "Cd", "C", "O", "N", "C", "C", "C", "C", "C", "H", "C", "H", "C", "H", "H", "H", "N", "C", "O", "C", "C", "C", "N", "C", "C", "H", "H", "H", "H", "H", "H"],
  "coordinates": [[2.13885, -2.04094, -1.26577], [1.76321, 0.07604, -2.16553], [3.10282, -2.32381, -2.23993], [2.62347, -0.18960, -3.23790], [3.32950, -1.39248, -3.24964], [3.61608, -3.28327, -2.19422], [2.73120, 0.56187, -4.02155], [4.03658, -1.59635, -4.05183], [1.58744, -0.82898, -1.18138], [0.02182, -2.77959, 0.46973], [0.98953, 2.21654, -0.44108], [1.68445, -3.11584, -0.27796], [1.67061, -4.08863, -0.79490], [2.42934, -3.20642, 0.53014], [0.98366, 1.35136, -2.07173], [1.16411, 2.03810, -2.90214], [-0.23782, 3.67786, -0.64310], [2.74378, 2.89903, -0.28126], [-1.14798, -3.56791, -0.79499], [0.05335, -3.69299, 2.13123], [-1.57263, 3.23557, -0.01048], [-1.42498, 2.83474, 1.00139], [-2.23554, 4.11216, 0.05864], [-2.07793, 2.46507, -0.60357], [0.24574, 4.91311, 0.12670], [0.43655, 4.68945, 1.18346], [1.13675, 5.36860, -0.32137], [-0.55618, 5.66632, 0.09107], [-0.45949, 4.05770, -2.11203], [-1.21142, 4.86174, -2.13631], [0.44732, 4.44717, -2.59045], [-0.84793, 3.22415, -2.70878], [2.87721, 3.43724, 1.16294], [2.35249, 2.79865, 1.88834], [3.94062, 3.44109, 1.44112], [2.50384, 4.46226, 1.26154], [3.74850, 1.74814, -0.45156], [3.54895, 0.92871, 0.24725], [3.75230, 1.35785, -1.47564], [4.75257, 2.14648, -0.23776], [3.02707, 3.98384, -1.34163], [2.27762, 4.03951, -2.14208], [3.12405, 4.97627, -0.88044], [3.99014, 3.77116, -1.82986], [-1.34155, -3.63169, 2.77632], [-1.26970, -4.03813, 3.79612], [-1.72274, -2.60273, 2.85464], [-2.07676, -4.24293, 2.23630], [1.06086, -2.97337, 3.04675], [2.09038, -3.06923, 2.67758], [0.83343, -1.90998, 3.18308], [1.01850, -3.45250, 4.03705], [0.50340, -5.15365, 1.99521], [0.72133, -5.53060, 3.00615], [-0.27353, -5.80357, 1.58006], [1.41881, -5.25831, 1.39800], [-0.93236, -2.92026, -2.17614], [-1.53204, -3.47712, -2.91247], [-1.27125, -1.87595, -2.17767], [0.11377, -2.95341, -2.50013], [-2.60451, -3.29230, -0.38115], [-2.81439, -2.21243, -0.36441], [-3.26439, -3.75805, -1.12777], [-2.85878, -3.71201, 0.59811], [-0.90115, -5.07609, -0.92642], [0.14023, -5.31326, -1.17868], [-1.19315, -5.62937, -0.02744], [-1.52869, -5.44715, -1.75052], [-0.21293, -0.15896, 0.55515], [1.71668, 0.11248, 1.77983], [2.61940, 0.06871, 2.50255], [-1.34294, 0.32818, -1.24252], [-0.77554, 0.76598, -2.24630], [-1.29819, 0.85695, -3.63396], [-2.68120, 0.68457, -3.70805], [-0.54091, 1.07855, -4.79313], [-3.34091, 0.82717, -4.92701], [-3.20872, 0.45492, -2.77968], [-1.20181, 1.19829, -6.02177], [0.54709, 1.14637, -4.74382], [-2.59836, 1.08718, -6.08571], [-4.42667, 0.73499, -4.95411], [-0.62085, 1.38126, -6.92708], [-3.11093, 1.19866, -7.04245], [-1.93630, 1.32774, 7.58049], [-2.79982, 0.93060, 6.58574], [-3.96487, 0.62554, 6.81080], [-2.23153, 0.94145, 5.19863], [-1.04107, 1.59572, 4.85182], [-0.50625, 1.41012, 3.57355], [-1.13084, 0.66017, 2.63832], [-2.34491, 0.13264, 2.92562], [-2.91929, 0.25505, 4.18852], [-2.27140, 1.20261, 8.52440], [-0.93674, 1.29334, 7.44672], [-0.51276, 2.24729, 5.54483], [0.44870, 1.86956, 3.30220], [-2.86427, -0.40115, 2.12248], [-3.88713, -0.20279, 4.37471]]
}

***

3.
{
  "formula": "C16H22N8Pt",
  "method": "wB97M-V/def2-TZVPD",
  "total_charge": 2,
  "orbital_gap_ha": 0.334,
  "relative_energy_ev": 0.000,
  "elements": ["Pt", "C", "N", "C", "C", "N", "N", "C", "N", "N", "H", "H", "H", "H", "H", "H", "H", "H", "H", "H", "H", "C", "C", "C", "C", "N", "C", "C", "H", "H", "H", "H", "H", "H", "H", "N", "C", "C", "C", "C", "N", "C", "C", "H", "H", "H", "H"],
  "coordinates": [[-0.31857, -0.11462, 0.05249], [-0.64895, 2.18360, -4.10545], [-1.56150, 1.07069, -3.84744], [-2.14460, 0.45987, -5.04697], [-1.52650, 0.47320, -2.64449], [-0.64690, 0.76989, -1.72770], [-2.50354, -0.47958, -2.41579], [-2.68876, -1.31111, -1.33668], [-3.76414, -2.10897, -1.42288], [-1.90938, -1.29438, -0.30005], [-1.04305, 2.76329, -4.93497], [0.35317, 1.83611, -4.37170], [-0.60066, 2.84272, -3.24047], [-2.37435, 1.25442, -5.75083], [-3.08114, -0.05803, -4.85674], [-1.44420, -0.23566, -5.51196], [0.11715, 1.31954, -2.09350], [-3.22730, -0.51658, -3.11277], [-4.37781, -2.10978, -2.21894], [-3.98963, -2.74573, -0.67793], [-2.22423, -1.88935, 0.45512], [1.20519, -3.50196, 5.19477], [0.81437, -2.69110, 4.00151], [0.44472, -3.27934, 2.79472], [0.09824, -2.49253, 1.71821], [0.10292, -1.14810, 1.77180], [0.45044, -0.56884, 2.93449], [0.80417, -1.29683, 4.04619], [1.15156, -4.56868, 4.99235], [0.55256, -3.27310, 6.03829], [2.22345, -3.25658, 5.49971], [0.42887, -4.35517, 2.68581], [-0.17537, -2.93511, 0.77044], [0.42983, 0.51095, 2.96300], [1.06891, -0.77156, 4.95417], [4.79907, 5.11050, 1.22802], [4.02896, 4.27640, 1.06170], [3.06428, 3.23345, 0.85085], [3.47034, 1.96943, 0.43681], [2.51110, 0.99640, 0.24404], [1.20486, 1.22755, 0.44225], [0.81213, 2.45101, 0.84079], [1.70879, 3.47441, 1.05994], [4.51364, 1.74572, 0.26717], [2.78218, -0.00354, -0.06468], [-0.24868, 2.59391, 0.99157], [1.35836, 4.44317, 1.38573]]
}